Formula: C2H7BrN2
Source: the OMol25 dataset
Level of theory: ωB97M-V/def2-TZVPD

Values from the calculation:
2S+1: 3
Net charge: 0
Relative energy (zero: lowest compared OMol25 entry of this formula, charge and spin) (kJ/mol): 34.5
HOMO (alpha / beta) (eV): -6.6 / -9.6
HOMO-LUMO gap (alpha / beta) (eV): 7.459 / 5.464

Last column: Löwdin charge in e.
Positions of all 12 atoms, in Å:
C: -0.111 1.092 -0.068  -0.10
C: 0.118 -1.226 -0.407  -0.09
N: -1.691 -0.416 0.963  0.04
N: -0.736 -0.183 0.118  -0.38
Br: 3.291 0.280 -0.010  0.29
H: 0.966 1.060 -0.052  -0.05
H: -0.341 1.691 -0.886  0.07
H: -0.278 1.669 0.718  0.04
H: -0.296 -2.133 -0.073  0.06
H: -0.110 -1.200 -1.547  0.12
H: 1.183 -1.090 -0.242  -0.04
H: -1.994 0.456 1.486  0.06

Formula: C2H7BrSi
Source: the OMol25 dataset
Level of theory: ωB97M-V/def2-TZVPD

Values from the calculation:
SMILES: C[C@@H]([SiH3])Br
Net charge: 0
Relative energy (zero: lowest compared OMol25 entry of this formula, charge and spin) (kJ/mol): 241.7
HOMO (eV): -10.2
HOMO-LUMO gap (eV): 10.754

Last column: Löwdin charge in e.
Positions of all 11 atoms, in Å:
C: -0.025 -1.618 0.339  -0.10
C: 0.436 -0.106 -0.444  -0.85
Si: -0.409 1.423 0.073  0.53
Br: 2.442 -0.021 -0.312  0.54
H: -0.013 -1.525 1.327  -0.01
H: -1.094 -1.658 0.214  0.05
H: 0.525 -2.419 -0.164  0.06
H: 0.219 -0.229 -1.452  -0.01
H: -0.269 2.485 -1.017  -0.07
H: -1.934 1.587 0.125  -0.07
H: 0.123 2.080 1.310  -0.07